C38H31N6O2S2Ti | ωB97M-V with the def2-TZVPD basis set

CARTESIAN COORDINATES (ANGSTROEM)
Ti1 -0.23954 0.47808 -1.42711
O1 -6.72311 1.01734 -3.21752
C1 -5.76374 1.27071 -3.96760
O2 -5.71509 1.78878 -5.09759
C2 -4.36893 0.86026 -3.38813
C3 -3.23437 0.93392 -4.18382
C4 -2.00082 0.60635 -3.62095
N1 -1.93859 0.32021 -2.30260
C5 -3.04137 0.00316 -1.59187
C6 -4.28687 0.30638 -2.10331
C7 -2.70454 -0.90881 -0.50285
C8 -3.63934 -1.46846 0.36889
C9 -3.29520 -2.57206 1.11449
C10 -2.03239 -3.13950 0.93225
C11 -1.14298 -2.49574 0.09750
N2 -1.41870 -1.37183 -0.56519
C12 -0.71537 0.33445 -4.22692
C13 -0.41969 0.38519 -5.58881
C14 0.81544 -0.01546 -6.04191
C15 1.76305 -0.46973 -5.10661
C16 1.42358 -0.50123 -3.78030
N3 0.21926 -0.11986 -3.30845
H1 -3.35820 1.24434 -5.21331
H2 -5.21089 0.10051 -1.57955
H3 -4.62945 -1.03789 0.42345
H4 -4.00262 -3.01141 1.80539
H5 -1.75291 -4.05826 1.42890
H6 -0.15730 -2.91575 -0.07194
H7 -1.18289 0.72433 -6.27714
H8 1.05420 0.01514 -7.09626
H9 2.74408 -0.79955 -5.41954
H10 2.13490 -0.84671 -3.03758
C17 1.58347 -3.94838 2.75270
C18 1.56302 -2.65529 3.58688
C19 2.32898 -2.90351 4.88887
C20 0.12386 -2.28226 3.95849
C21 2.20996 -1.57127 2.72543
C22 3.50464 -1.11554 2.97584
C23 4.12961 -0.22396 2.12122
C24 3.45976 0.19023 0.98765
S1 3.98480 1.32875 -0.21008
C25 2.41451 1.21802 -0.97970
N4 1.59034 0.32741 -0.43804
C26 2.14960 -0.22998 0.70494
C27 1.53408 -1.09869 1.60238
C28 2.00468 2.14884 -1.98984
C29 2.89271 3.04544 -2.60299
C30 2.40565 3.96617 -3.50416
C31 1.04053 4.00131 -3.78568
C32 0.16814 3.11467 -3.17082
C33 0.61833 2.15942 -2.25836
H11 1.18093 -4.79012 3.32224
H12 2.60710 -4.18471 2.45568
H13 0.99299 -3.83007 1.84417
H14 1.78925 -3.63477 5.49257
H15 2.41487 -1.98288 5.46948
H16 3.32884 -3.29783 4.70039
H17 -0.32641 -3.07428 4.56169
H18 -0.50820 -2.12864 3.08788
H19 0.12091 -1.35988 4.54146
H20 4.03291 -1.42571 3.86648
H21 5.11758 0.15947 2.34329
H22 0.50300 -1.35704 1.42788
H23 3.95093 3.01504 -2.36038
H24 3.07976 4.66722 -3.98069
H25 0.65813 4.72484 -4.49688
H26 -0.88973 3.17230 -3.40794
C34 -1.51657 1.41111 5.14243
C35 -0.71038 1.79640 3.93401
C36 0.60726 2.23224 4.03538
C37 1.23684 2.54923 2.84517
N5 0.65299 2.44409 1.65939
C38 -0.62191 2.00445 1.64449
S2 -1.49479 1.93800 0.14794
N6 -1.31554 1.69446 2.75845
H27 -1.32940 2.09119 5.97394
H28 -1.24949 0.40093 5.46028
H29 -2.57282 1.41372 4.88417
H30 1.11023 2.32027 4.98911
H31 2.26442 2.90273 2.83914

Values from the calculation:
gap between HOMO and LUMO (alpha / beta)	4.790 / 6.891	eV
multiplicity	3
total energy	-97734.865	eV
charge	-1
ΔE to the lowest compared entry with this formula, charge and spin	2.387	eV
<S²>	2.024



C38H32AsN3O13P2Sr | ωB97M-V with the def2-TZVPD basis set

CARTESIAN COORDINATES (ANGSTROEM)
Sr1 -0.43382 1.46424 0.57425
O1 1.97204 2.63918 -6.86686
C1 2.66570 2.58804 -5.84471
O2 3.76863 3.09503 -5.60296
C2 2.06519 1.72084 -4.67673
C3 2.84547 1.34896 -3.59319
C4 2.28936 0.53511 -2.60142
N1 1.01677 0.15710 -2.62735
C5 0.23596 0.57982 -3.61662
C6 0.73880 1.31971 -4.69031
C7 -1.19851 0.27325 -3.47746
C8 -2.14113 0.68057 -4.42745
C9 -3.48003 0.45213 -4.17938
C10 -3.84341 -0.20001 -3.01226
C11 -2.83559 -0.60250 -2.14668
N2 -1.55694 -0.36621 -2.36579
C12 3.06684 0.20170 -1.39610
C13 4.46936 0.31008 -1.40693
C14 5.15554 0.27176 -0.21181
C15 4.43243 0.11727 0.96541
C16 3.05902 -0.08767 0.87361
N3 2.39895 -0.07674 -0.27219
H1 3.85261 1.73687 -3.54820
H2 0.14106 1.62376 -5.53615
H3 -1.84994 1.18787 -5.33310
H4 -4.22801 0.78912 -4.88441
H5 -4.88020 -0.37952 -2.77340
H6 -3.04276 -1.13583 -1.22454
H7 5.00484 0.43199 -2.33613
H8 6.23133 0.38997 -0.19701
H9 4.92916 0.13519 1.92448
H10 2.42392 -0.27221 1.75175
O3 -4.10823 0.56341 1.20568
C17 -2.90192 0.68379 1.35298
O4 -2.02776 -0.02491 0.71394
C18 -2.32807 1.68198 2.35935
O5 -3.03337 2.52374 2.90062
O6 -1.06581 1.51978 2.59054
C19 0.69416 4.94912 -1.05192
C20 -0.40901 4.61061 -0.11257
O7 -1.14434 5.73559 0.37788
P1 0.32491 3.79196 1.27374
O8 -0.61404 3.88715 2.52374
O9 1.42849 4.97538 1.63135
O10 1.09778 2.55008 1.17789
P2 -1.32009 3.28706 -0.89898
O11 -2.04525 2.69575 0.39840
O12 -2.29580 3.71588 -1.92668
O13 -0.21389 2.33158 -1.24501
H11 1.27390 5.80462 -0.70327
H12 0.28067 5.15028 -2.04270
H13 1.35825 4.08151 -1.13039
H14 -1.62389 5.39504 1.15441
H15 -0.76919 2.81021 2.45585
H16 1.91836 4.67118 2.39075
H17 -1.30332 2.99650 0.95704
C21 2.49576 -5.08997 2.99890
C22 3.09191 -4.19611 2.12576
C23 2.38260 -3.10717 1.63069
C24 1.06085 -2.85935 2.01835
C25 0.46023 -3.82737 2.84128
C26 1.16186 -4.91790 3.32999
As1 -0.14753 -1.08849 1.34313
C27 -1.18750 -1.40709 3.00578
C28 -2.56390 -1.60782 3.07455
C29 -3.21010 -1.62771 4.30489
C30 -2.48582 -1.46710 5.47544
C31 -1.10855 -1.28471 5.42213
C32 -0.46463 -1.25581 4.19638
C33 -0.81147 -2.48394 0.09305
C34 -0.23598 -2.36468 -1.17442
C35 -0.63194 -3.21864 -2.19546
C36 -1.57860 -4.20390 -1.95690
C37 -2.10458 -4.36543 -0.68400
C38 -1.71640 -3.51890 0.34861
H18 3.05755 -5.91599 3.41077
H19 4.12249 -4.34783 1.83810
H20 2.84144 -2.41877 0.92901
H21 -0.58774 -3.68933 3.09492
H22 0.67383 -5.63421 3.97679
H23 -3.11509 -1.69366 2.14347
H24 -4.28422 -1.75320 4.34446
H25 -2.99020 -1.47360 6.43169
H26 -0.55233 -1.15346 6.34107
H27 0.61739 -1.10030 4.07448
H28 0.44573 -1.51158 -1.28661
H29 -0.22695 -3.09727 -3.19006
H30 -1.91241 -4.84945 -2.75826
H31 -2.82545 -5.14945 -0.49485
H32 -2.11550 -3.63599 1.35390

Values from the calculation:
gap between HOMO and LUMO	7.332	eV
total energy	-151265.534	eV
charge	-2
ΔE to the lowest compared entry with this formula, charge and spin	11.933	eV



C38H32BrI2N6OSbTi | ωB97M-V with the def2-TZVPD basis set

CARTESIAN COORDINATES (ANGSTROEM)
Ti1 -0.09837 0.67246 0.65319
C1 -3.50482 -0.05905 -1.28358
C2 -2.87835 1.30061 -1.38241
C3 -3.59062 2.29657 -2.04413
C4 -2.98935 3.50550 -2.32598
C5 -1.64709 3.65817 -2.02108
C6 -0.98310 2.63573 -1.36876
N1 -1.62076 1.51145 -0.95454
Sb1 1.15590 2.39684 -1.21687
C7 -0.00059 2.69904 1.36166
C8 0.33943 4.04071 1.54150
C9 -0.24293 4.71121 2.59610
C10 -1.10573 4.03768 3.45981
C11 -1.40512 2.70852 3.22761
C12 -2.28751 1.91697 4.14456
N2 -0.87028 2.10627 2.15095
C13 1.16489 1.29652 -3.09278
C14 2.35619 1.22124 -3.80711
C15 2.42328 0.40087 -4.92334
C16 1.29945 -0.31264 -5.29229
C17 0.12831 -0.15031 -4.55228
C18 -1.13061 -0.87782 -4.93187
N3 0.06569 0.64285 -3.48491
H1 -4.49782 -0.01182 -0.83683
H2 -3.61284 -0.45624 -2.29529
H3 -2.89146 -0.74788 -0.72049
H4 -4.60674 2.09220 -2.35604
H5 -3.53983 4.29175 -2.82782
H6 -1.10051 4.54464 -2.31290
H7 1.05292 4.53255 0.89416
H8 -0.00538 5.75245 2.77906
H9 -1.53142 4.54049 4.31840
H10 -2.25261 2.33236 5.15089
H11 -1.96336 0.87785 4.17873
H12 -3.32668 1.93342 3.81061
H13 3.22262 1.78656 -3.48335
H14 3.34462 0.30586 -5.48569
H15 1.31816 -0.99314 -6.13405
H16 -0.90827 -1.87706 -5.30897
H17 -1.66903 -0.33435 -5.71202
H18 -1.77660 -0.95990 -4.05941
I1 2.39684 2.31667 3.90364
C19 3.19632 0.55936 3.13457
C20 4.51865 0.22569 3.48982
C21 5.09676 -0.91593 3.02476
I2 7.08744 -1.29724 3.53540
C22 4.34594 -1.82534 2.23595
C23 4.84197 -3.05504 1.74525
C24 4.02059 -3.89715 1.05618
C25 2.67356 -3.52841 0.88802
N4 2.18998 -2.38965 1.30548
C26 3.00074 -1.50601 1.92784
C27 2.43490 -0.23215 2.30137
O1 1.24952 0.16176 1.86996
H19 5.07528 0.90325 4.12168
H20 5.87455 -3.31862 1.93069
H21 4.37925 -4.83891 0.66479
H22 1.97819 -4.19266 0.38274
N5 -0.61828 -2.54207 1.89102
C28 -1.76981 -1.86795 1.97215
C29 -2.90366 -2.49533 2.54862
C30 -4.07272 -1.80411 2.67223
C31 -4.13086 -0.47671 2.23135
C32 -3.00143 0.05721 1.67621
N6 -1.83367 -0.60170 1.51262
H23 -0.58889 -3.48429 2.23492
H24 0.23639 -2.18568 1.45703
H25 -2.81556 -3.51920 2.88675
H26 -4.93991 -2.27855 3.11364
H27 -5.02811 0.11802 2.32101
H28 -3.00104 1.08072 1.32604
Br1 1.68747 -4.09504 -4.03500
C33 1.21059 -2.83914 -2.68732
C34 -0.07052 -2.83630 -2.17686
C35 -0.41155 -1.87165 -1.22935
C36 0.47019 -0.88998 -0.77283
C37 1.76791 -0.98021 -1.30293
C38 2.15081 -1.92431 -2.24065
H29 -0.79757 -3.56340 -2.51644
H30 -1.42240 -1.92345 -0.84105
H31 2.53049 -0.27881 -0.97456
H32 3.15796 -1.93685 -2.63722

Values from the calculation:
gap between HOMO and LUMO (alpha / beta)	6.691 / 6.690	eV
total energy	-166811.443	eV
charge	0
ΔE to the lowest compared entry with this formula, charge and spin	0.000	eV



C38H32N11O6STi | ωB97M-V with the def2-TZVPD basis set

CARTESIAN COORDINATES (ANGSTROEM)
Ti1 -0.44059 1.58115 -1.10126
O1 1.09850 0.50086 -0.75279
C1 2.07099 -0.05946 -1.61638
C2 3.02669 -0.87334 -0.97570
C3 3.85158 -1.77455 -1.78249
C4 3.82944 -1.54118 -3.17739
C5 3.03005 -0.47481 -3.79702
C6 2.12552 0.24097 -2.96679
C7 1.47532 1.40339 -3.46309
N1 0.21476 1.84858 -3.00959
C8 -0.19303 2.64590 -3.92848
C9 0.66840 2.71177 -4.95901
N2 1.68203 1.87664 -4.70485
H1 3.17075 -1.04103 0.09223
H2 4.55358 -2.69052 -1.23251
H3 4.41972 -2.03655 -3.87614
H4 3.15099 -0.39131 -4.91438
H5 -1.26848 3.04532 -3.87732
H6 0.41385 3.19630 -5.94325
H7 9.55694 4.59594 6.36845
C10 -0.18533 0.48407 4.40583
N3 -0.86790 0.49238 3.14045
C11 -0.30671 0.29617 1.94777
N4 -1.22426 0.52198 0.99685
C12 -2.32124 0.92263 1.63383
N5 -2.15311 0.92381 2.97035
C13 0.31960 -0.88661 4.83049
C14 1.53430 -1.21666 5.43194
C15 1.97921 -2.48988 5.55385
C16 1.24767 -3.55771 5.08210
C17 -0.02401 -3.26852 4.58636
C18 -0.48785 -1.97223 4.52041
C19 -0.87646 -4.22335 3.92207
N6 -0.98239 -5.50661 4.05331
N7 -1.97793 -5.88255 3.21439
C20 -2.43112 -4.82045 2.63323
O2 -1.75803 -3.69261 2.97955
C21 -3.35834 -4.86631 1.49523
C22 -4.15794 -5.99731 1.25277
C23 -5.03531 -5.98995 0.23029
C24 -5.02825 -4.97931 -0.70508
C25 -4.16304 -3.87420 -0.55901
C26 -4.23497 -2.77766 -1.55812
N8 -3.02699 -2.00717 -1.72865
C27 -2.85935 -0.68125 -1.44854
N9 -1.66031 -0.29326 -1.81843
C28 -1.02376 -1.50974 -2.29071
N10 -1.92424 -2.50823 -2.31343
C29 -3.35540 -3.82808 0.56395
H8 -0.84513 0.87230 5.10517
H9 0.71073 1.10591 4.41952
H10 0.79694 0.09396 1.74820
H11 -3.24044 1.34007 1.19662
H12 2.26356 -0.50170 5.62713
H13 2.97435 -2.56126 6.01944
H14 1.57675 -4.56171 5.02305
H15 -1.42988 -1.74744 4.07149
H16 -4.15912 -6.71760 2.03465
H17 -5.77306 -6.79749 0.23726
H18 -5.72564 -4.96198 -1.53885
H19 -4.99629 -2.01399 -1.27827
H20 -4.53847 -3.21886 -2.50720
H21 -3.67097 -0.07354 -1.03234
H22 0.04432 -1.57142 -2.53619
H23 -2.81984 -2.93464 0.82140
C30 4.65099 3.85775 -3.57039
C31 3.70945 3.99787 -2.38952
C32 3.57598 2.92099 -1.39229
C33 2.66078 3.07322 -0.38479
C34 1.76803 4.15910 -0.31521
C35 1.93253 5.16888 -1.27662
C36 2.81626 5.03662 -2.31607
S1 0.45208 4.02462 0.81854
O3 0.04894 5.32624 1.24329
O4 0.91398 3.01206 1.74453
N11 -0.70198 3.31465 -0.07342
C37 -1.67032 4.22130 -0.57599
C38 -2.87670 3.33794 -1.13983
O5 -3.95455 3.79763 -1.43878
O6 -2.44589 2.10809 -1.28730
H24 4.11969 4.26732 -4.39080
H25 4.95785 2.87725 -3.80419
H26 5.49515 4.34049 -3.48472
H27 4.06708 2.09030 -1.44390
H28 2.46888 2.25689 0.29973
H29 1.27455 6.07096 -1.12992
H30 2.96986 5.77030 -3.11153
H31 -1.31950 4.68849 -1.54858
H32 -2.17452 4.95496 0.15142

Values from the calculation:
gap between HOMO and LUMO (alpha / beta)	5.932 / 6.122	eV
multiplicity	3
total energy	-102551.628	eV
charge	-1
ΔE to the lowest compared entry with this formula, charge and spin	3.860	eV
<S²>	2.002



C38H33Cl3MnN4O2P2Si | ωB97M-V with the def2-TZVPD basis set

CARTESIAN COORDINATES (ANGSTROEM)
Mn1 -0.10879 0.00870 1.70053
O1 -4.77527 2.92925 2.32554
C1 -3.89282 3.86154 1.93428
C2 -4.33665 5.18392 1.87279
C3 -3.48605 6.19369 1.47360
C4 -2.16566 5.91264 1.12570
C5 -1.72089 4.60992 1.18923
C6 -2.56192 3.56682 1.59068
C7 -2.00263 2.20327 1.63297
O2 -0.78086 2.00471 1.37389
N1 -2.85809 1.23011 2.00139
N2 -2.22672 0.05094 2.07705
C8 -2.80587 -0.99158 2.53964
C9 -2.00257 -2.20831 2.59764
C10 -2.49898 -3.38885 3.13001
C11 -1.67758 -4.50529 3.16613
C12 -0.39103 -4.41184 2.66719
C13 0.03154 -3.19480 2.15676
N3 -0.74505 -2.11801 2.11908
H1 -4.29706 2.06423 2.32256
H2 -5.36323 5.38536 2.14834
H3 -3.85172 7.21203 1.43385
H4 -1.49891 6.70518 0.81431
H5 -0.70077 4.35807 0.93120
H6 -3.83222 -0.99454 2.89378
H7 -3.50841 -3.42166 3.51708
H8 -2.03973 -5.43574 3.58334
H9 0.28316 -5.25607 2.67755
H10 1.03646 -3.07392 1.76742
C14 1.45882 0.98255 -2.73983
N4 1.01488 0.02250 -1.71818
P1 1.83547 -0.02385 -0.21591
C15 3.12311 -1.29262 -0.38679
C16 3.53628 -1.81353 -1.60908
C17 4.54176 -2.76760 -1.65293
C18 5.13950 -3.20471 -0.47767
C19 4.73007 -2.68790 0.74355
C20 3.72235 -1.73591 0.79062
C21 2.83148 1.49452 -0.08668
C22 2.32227 2.55377 0.66339
C23 3.05147 3.72722 0.79662
C24 4.28825 3.84882 0.18403
C25 4.80316 2.79516 -0.56110
C26 4.08137 1.62125 -0.69309
P2 -0.70036 -0.14342 -1.37763
C27 -1.46297 0.09652 -3.02115
C28 -2.38466 1.12842 -3.16070
C29 -3.02989 1.33163 -4.37523
C30 -2.74734 0.50730 -5.45184
C31 -1.82440 -0.52579 -5.31940
C32 -1.19060 -0.73514 -4.10747
C33 -0.87119 -1.96070 -1.24665
C34 -2.10051 -2.41712 -0.77017
C35 -2.33463 -3.77251 -0.61137
C36 -1.33064 -4.68876 -0.90271
C37 -0.10266 -4.24246 -1.36727
C38 0.12485 -2.88306 -1.54383
H11 2.47719 0.74494 -3.05057
H12 1.44780 2.01296 -2.37514
H13 0.81641 0.91492 -3.61352
H14 3.05899 -1.48052 -2.52364
H15 4.86083 -3.17077 -2.60553
H16 5.92257 -3.95063 -0.51432
H17 5.19305 -3.02658 1.66115
H18 3.40479 -1.32753 1.74611
H19 1.35577 2.47214 1.14414
H20 2.65439 4.53733 1.39407
H21 4.86045 4.76087 0.29491
H22 5.77430 2.88661 -1.03013
H23 4.49907 0.79351 -1.25312
H24 -2.59505 1.77422 -2.31585
H25 -3.74940 2.13347 -4.47620
H26 -3.24802 0.66321 -6.39870
H27 -1.60944 -1.17104 -6.16149
H28 -0.48416 -1.54995 -3.99522
H29 -2.87524 -1.69968 -0.51614
H30 -3.29479 -4.11631 -0.24785
H31 -1.50640 -5.74768 -0.76232
H32 0.68380 -4.95090 -1.59622
H33 1.08276 -2.54082 -1.91599
Cl1 3.04211 1.16165 4.18817
Si1 1.13744 0.28963 4.00164
Cl2 1.40315 -1.53388 5.06128
Cl3 -0.05930 1.42645 5.31542

Values from the calculation:
gap between HOMO and LUMO (alpha / beta)	6.977 / 7.346	eV
multiplicity	6
total energy	-145346.855	eV
charge	0
ΔE to the lowest compared entry with this formula, charge and spin	0.218	eV
<S²>	8.759



The lowest total energy belongs to which entry? C38H32BrI2N6OSbTi